1.
C14H29INOP2Rh | ωB97M-V with the def2-TZVPD basis set

* <S²>: 6.048
* net charge: +2
* electronic energy: -48183.1127 eV
* energy relative to the best compared isomer or geometry (same formula, charge and spin): 216.6 kcal/mol
* E_LUMO (alpha / beta): -7.9 / -9.6 eV
* HOMO level (alpha / beta): -0.5147 / -0.5785 Eh
* largest force on an atom: 8.0 eV/Å
* 2S+1: 5

Element x y z (Å)
C1 -0.50 0.39 -3.07
I1 1.22 0.39 1.60
H1 0.35 0.49 -3.75
H2 -1.19 1.23 -3.22
H3 -1.04 -0.53 -3.29
Rh1 0.27 0.38 -1.08
P1 0.48 2.74 -1.06
C2 -0.95 3.60 -0.30
C3 1.92 3.36 -0.13
H4 2.13 4.39 -0.42
H5 0.89 4.59 -2.59
H6 2.77 2.72 -0.35
H7 1.50 3.03 -3.22
H8 -1.05 3.24 0.73
H9 1.70 3.30 0.94
C4 0.67 3.52 -2.70
H10 -0.79 4.68 -0.30
H11 -0.24 3.40 -3.29
H12 -1.86 3.36 -0.85
P2 0.46 -1.97 -1.03
C5 -0.97 -2.82 -0.26
C6 0.65 -2.79 -2.66
H13 2.76 -1.95 -0.31
H14 2.11 -3.62 -0.38
H15 1.67 -2.52 0.97
C7 1.90 -2.59 -0.09
H16 1.45 -2.29 -3.21
H17 0.91 -3.84 -2.52
H18 -0.82 -3.90 -0.25
H19 -1.88 -2.58 -0.81
H20 -0.27 -2.71 -3.24
H21 -1.06 -2.44 0.76
C8 -1.44 0.39 -0.39
O1 -2.53 0.39 0.01
C9 1.57 -2.21 2.97
C10 0.25 -1.92 1.98
C11 -0.77 -2.04 2.95
C12 -1.73 -1.10 2.82
C13 -1.57 -0.27 1.72
C14 -2.14 1.15 2.21
N1 -0.48 -0.93 0.63
H22 1.47 -1.69 3.95
H23 2.57 -1.83 2.62
H24 1.67 -3.29 3.17
H25 -0.69 -2.55 3.91
H26 -2.37 -0.90 3.67
H27 -3.15 1.00 2.65
H28 -1.49 1.57 3.00
H29 -2.35 1.96 1.51

***

2.
C4H3LuO2 | ωB97M-V with the def2-TZVPD basis set

* electronic energy: -41906.0939 eV
* energy relative to the best compared isomer or geometry (same formula, charge and spin): 25.3 kcal/mol
* E_LUMO (alpha / beta): -1.8 / -1.6 eV
* HOMO level (alpha / beta): -0.2228 / -0.2139 Eh
* largest force on an atom: 3.8 eV/Å

Element x y z (Å)
O1 -0.97 1.05 1.38
C1 0.28 0.80 0.94
C2 0.75 -0.62 1.07
C3 0.59 -0.57 -0.43
C4 -0.31 -0.42 -1.44
H1 0.05 -1.31 1.57
H2 1.80 -0.70 1.40
H3 -0.31 -1.17 -2.25
Lu1 -0.90 2.22 -0.44
O2 -0.96 0.73 -1.80

***

Q: Which of these has the highest electronic energy?
A: C4H3LuO2

***

Please write out number 1 again, unchanged.
C14H29INOP2Rh | ωB97M-V with the def2-TZVPD basis set

* <S²>: 6.048
* net charge: +2
* electronic energy: -48183.1127 eV
* energy relative to the best compared isomer or geometry (same formula, charge and spin): 216.6 kcal/mol
* E_LUMO (alpha / beta): -7.9 / -9.6 eV
* HOMO level (alpha / beta): -0.5147 / -0.5785 Eh
* largest force on an atom: 8.0 eV/Å
* 2S+1: 5

Element x y z (Å)
C1 -0.50 0.39 -3.07
I1 1.22 0.39 1.60
H1 0.35 0.49 -3.75
H2 -1.19 1.23 -3.22
H3 -1.04 -0.53 -3.29
Rh1 0.27 0.38 -1.08
P1 0.48 2.74 -1.06
C2 -0.95 3.60 -0.30
C3 1.92 3.36 -0.13
H4 2.13 4.39 -0.42
H5 0.89 4.59 -2.59
H6 2.77 2.72 -0.35
H7 1.50 3.03 -3.22
H8 -1.05 3.24 0.73
H9 1.70 3.30 0.94
C4 0.67 3.52 -2.70
H10 -0.79 4.68 -0.30
H11 -0.24 3.40 -3.29
H12 -1.86 3.36 -0.85
P2 0.46 -1.97 -1.03
C5 -0.97 -2.82 -0.26
C6 0.65 -2.79 -2.66
H13 2.76 -1.95 -0.31
H14 2.11 -3.62 -0.38
H15 1.67 -2.52 0.97
C7 1.90 -2.59 -0.09
H16 1.45 -2.29 -3.21
H17 0.91 -3.84 -2.52
H18 -0.82 -3.90 -0.25
H19 -1.88 -2.58 -0.81
H20 -0.27 -2.71 -3.24
H21 -1.06 -2.44 0.76
C8 -1.44 0.39 -0.39
O1 -2.53 0.39 0.01
C9 1.57 -2.21 2.97
C10 0.25 -1.92 1.98
C11 -0.77 -2.04 2.95
C12 -1.73 -1.10 2.82
C13 -1.57 -0.27 1.72
C14 -2.14 1.15 2.21
N1 -0.48 -0.93 0.63
H22 1.47 -1.69 3.95
H23 2.57 -1.83 2.62
H24 1.67 -3.29 3.17
H25 -0.69 -2.55 3.91
H26 -2.37 -0.90 3.67
H27 -3.15 1.00 2.65
H28 -1.49 1.57 3.00
H29 -2.35 1.96 1.51

***

Q: The lowest electronic energy belongs to which entry?
A: C14H29INOP2Rh

***

Copy entry 1 word for word.
C14H29INOP2Rh | ωB97M-V with the def2-TZVPD basis set

* <S²>: 6.048
* net charge: +2
* electronic energy: -48183.1127 eV
* energy relative to the best compared isomer or geometry (same formula, charge and spin): 216.6 kcal/mol
* E_LUMO (alpha / beta): -7.9 / -9.6 eV
* HOMO level (alpha / beta): -0.5147 / -0.5785 Eh
* largest force on an atom: 8.0 eV/Å
* 2S+1: 5

Element x y z (Å)
C1 -0.50 0.39 -3.07
I1 1.22 0.39 1.60
H1 0.35 0.49 -3.75
H2 -1.19 1.23 -3.22
H3 -1.04 -0.53 -3.29
Rh1 0.27 0.38 -1.08
P1 0.48 2.74 -1.06
C2 -0.95 3.60 -0.30
C3 1.92 3.36 -0.13
H4 2.13 4.39 -0.42
H5 0.89 4.59 -2.59
H6 2.77 2.72 -0.35
H7 1.50 3.03 -3.22
H8 -1.05 3.24 0.73
H9 1.70 3.30 0.94
C4 0.67 3.52 -2.70
H10 -0.79 4.68 -0.30
H11 -0.24 3.40 -3.29
H12 -1.86 3.36 -0.85
P2 0.46 -1.97 -1.03
C5 -0.97 -2.82 -0.26
C6 0.65 -2.79 -2.66
H13 2.76 -1.95 -0.31
H14 2.11 -3.62 -0.38
H15 1.67 -2.52 0.97
C7 1.90 -2.59 -0.09
H16 1.45 -2.29 -3.21
H17 0.91 -3.84 -2.52
H18 -0.82 -3.90 -0.25
H19 -1.88 -2.58 -0.81
H20 -0.27 -2.71 -3.24
H21 -1.06 -2.44 0.76
C8 -1.44 0.39 -0.39
O1 -2.53 0.39 0.01
C9 1.57 -2.21 2.97
C10 0.25 -1.92 1.98
C11 -0.77 -2.04 2.95
C12 -1.73 -1.10 2.82
C13 -1.57 -0.27 1.72
C14 -2.14 1.15 2.21
N1 -0.48 -0.93 0.63
H22 1.47 -1.69 3.95
H23 2.57 -1.83 2.62
H24 1.67 -3.29 3.17
H25 -0.69 -2.55 3.91
H26 -2.37 -0.90 3.67
H27 -3.15 1.00 2.65
H28 -1.49 1.57 3.00
H29 -2.35 1.96 1.51